This record from OMol25 describes 16 unconnected molecules or ions with the total composition C98H158N15O26 in a non-equilibrium geometry. The level of theory is ωB97M-V with the def2-TZVPD basis set.

Structure (XYZ):
```
297
Properties=species:S:1:pos:R:3
C 13.71 14.97 13.87
N 13.56 15.71 15.12
C 12.95 15.11 16.18
C 12.63 15.74 17.35
C 12.98 17.10 17.47
C 13.76 17.68 16.42
C 13.99 17.01 15.28
C 12.68 17.93 18.71
C 13.48 19.00 19.13
C 13.15 19.78 20.22
N 12.07 19.54 20.92
C 11.29 18.50 20.58
C 11.56 17.71 19.46
C 11.86 20.39 22.06
H 13.02 15.37 13.10
H 13.53 13.92 13.88
H 14.74 15.08 13.51
H 12.67 14.07 16.03
H 12.10 15.21 18.09
H 14.24 18.70 16.51
H 14.53 17.43 14.41
H 14.42 19.11 18.62
H 13.82 20.55 20.62
H 10.43 18.33 21.20
H 10.83 16.95 19.25
H 12.81 20.81 22.42
H 11.30 19.89 22.83
H 11.16 21.22 21.72
C 19.58 26.88 21.66
N 19.47 25.43 21.63
C 18.29 24.96 21.18
C 18.05 23.61 21.09
C 19.05 22.72 21.62
C 20.27 23.20 22.07
C 20.38 24.57 22.12
C 18.78 21.29 21.46
C 18.33 20.82 20.26
C 18.26 19.46 20.02
N 18.57 18.57 20.98
C 18.99 18.99 22.15
C 19.10 20.34 22.42
C 18.49 17.13 20.58
H 20.67 27.09 21.89
H 19.04 27.34 22.51
H 19.30 27.29 20.69
H 17.57 25.70 20.85
H 17.07 23.34 20.67
H 21.05 22.54 22.55
H 21.27 24.97 22.58
H 18.12 21.47 19.39
H 18.00 19.02 19.10
H 19.21 18.23 22.84
H 19.48 20.67 23.34
H 17.47 16.93 20.25
H 18.78 16.57 21.44
H 19.14 16.83 19.79
C 15.40 27.58 18.54
N 14.09 27.78 17.91
C 13.37 26.65 17.50
C 12.23 26.82 16.83
C 11.63 28.05 16.64
C 12.22 29.12 17.23
C 13.55 28.98 17.79
C 10.36 28.07 15.91
C 9.26 27.26 16.29
C 8.17 27.17 15.42
N 8.10 27.81 14.23
C 9.15 28.55 13.81
C 10.26 28.68 14.64
C 6.81 27.72 13.47
H 15.40 26.67 19.16
H 15.78 28.46 19.09
H 16.10 27.35 17.72
H 13.90 25.69 17.46
H 11.80 25.90 16.35
H 11.75 30.09 17.21
H 14.07 29.84 18.10
H 9.19 26.61 17.14
H 7.35 26.54 15.66
H 9.04 28.93 12.81
H 11.16 29.18 14.27
H 6.19 26.89 13.76
H 7.00 27.77 12.39
H 6.11 28.58 13.70
C 17.20 24.27 28.50
N 16.59 24.53 29.80
C 15.23 24.60 29.90
C 14.72 24.59 31.15
C 15.48 24.61 32.34
C 16.87 24.66 32.19
C 17.34 24.57 30.85
C 14.72 24.62 33.70
C 14.72 25.71 34.55
C 13.89 25.60 35.68
N 13.11 24.55 35.88
C 13.13 23.50 35.06
C 13.93 23.52 33.93
C 12.30 24.41 37.07
H 18.11 24.92 28.47
H 16.51 24.50 27.65
H 17.44 23.23 28.54
H 14.65 24.51 29.00
H 13.61 24.66 31.26
H 17.58 24.59 33.01
H 18.42 24.56 30.68
H 15.25 26.62 34.47
H 13.72 26.42 36.37
H 12.49 22.66 35.25
H 13.95 22.70 33.25
H 12.90 23.99 37.85
H 11.41 23.80 36.91
H 11.94 25.35 37.42
C 23.35 30.72 24.17
N 23.00 31.63 23.06
C 23.59 32.85 23.13
C 23.34 33.80 22.16
C 22.44 33.45 21.11
C 21.86 32.15 21.08
C 22.15 31.27 22.13
C 22.10 34.46 20.06
C 20.80 34.57 19.61
C 20.46 35.38 18.61
N 21.33 36.28 18.15
C 22.57 36.35 18.62
C 22.98 35.48 19.64
C 20.89 37.32 17.20
H 22.69 29.86 24.17
H 23.17 31.22 25.12
H 24.39 30.41 24.11
H 24.36 32.89 23.88
H 23.84 34.74 22.17
H 21.17 31.84 20.29
H 21.83 30.20 22.17
H 20.03 33.78 19.98
H 19.44 35.38 18.26
H 23.20 37.10 18.17
H 23.94 35.51 20.14
H 21.72 37.48 16.54
H 20.60 38.25 17.62
H 20.03 36.85 16.69
C 22.79 7.88 9.13
C 22.02 9.17 9.52
C 22.99 10.19 10.14
N 22.31 11.17 11.01
C 21.17 11.95 10.34
C 23.22 12.23 11.63
C 22.42 12.82 12.77
C 21.52 11.67 13.27
C 21.73 10.47 12.21
H 23.06 7.31 10.03
H 23.68 8.16 8.60
H 22.26 7.25 8.40
H 21.24 8.84 10.20
H 21.47 9.59 8.68
H 23.52 10.75 9.38
H 23.84 9.71 10.70
H 20.77 12.71 10.99
H 20.31 11.30 10.10
H 21.52 12.46 9.43
H 23.56 12.87 10.84
H 24.06 11.65 12.00
H 21.92 13.73 12.51
H 23.14 13.11 13.56
H 20.50 12.07 13.46
H 21.83 11.23 14.24
H 20.88 9.86 11.88
H 22.48 9.71 12.58
C 23.46 13.80 18.37
O 23.68 15.23 18.56
C 24.84 15.67 19.28
C 24.79 17.19 19.18
N 23.75 17.90 20.00
H 24.01 17.63 21.00
H 23.90 18.86 19.75
C 22.22 17.54 19.76
C 21.78 17.89 18.38
O 22.38 19.14 18.16
C 22.02 19.63 16.88
H 24.31 13.42 17.81
H 22.53 13.68 17.84
H 23.35 13.34 19.34
H 25.82 15.29 18.94
H 24.80 15.37 20.39
H 24.60 17.49 18.13
H 25.75 17.65 19.51
H 21.74 18.26 20.43
H 22.18 16.55 20.15
H 20.68 18.05 18.39
H 22.04 17.24 17.50
H 21.10 20.31 16.92
H 21.82 18.82 16.18
H 22.75 20.30 16.47
C 29.67 25.94 27.40
O 28.39 25.83 26.77
C 27.53 26.84 27.25
C 26.14 26.39 26.58
N 26.37 26.23 25.15
H 25.64 26.75 24.71
H 27.30 26.64 24.85
C 26.32 24.88 24.45
C 26.76 25.13 23.00
O 28.08 25.53 23.16
C 28.71 25.83 21.91
H 30.27 25.16 27.06
H 29.64 25.78 28.49
H 30.10 26.88 27.21
H 27.95 27.78 27.00
H 27.43 26.81 28.33
H 25.28 27.04 26.70
H 25.89 25.38 26.99
H 25.26 24.65 24.55
H 26.94 24.18 25.04
H 26.17 25.98 22.66
H 26.57 24.23 22.38
H 28.88 25.00 21.21
H 29.72 26.20 22.16
H 28.14 26.60 21.42
C 12.06 36.29 22.46
O 12.79 36.68 23.64
C 12.12 37.48 24.66
C 13.31 37.76 25.56
N 14.18 36.54 25.77
H 13.87 36.02 26.67
H 14.07 35.91 24.98
C 15.60 36.88 25.85
C 16.56 35.71 25.72
O 16.00 34.91 24.72
C 16.89 33.89 24.24
H 12.79 35.78 21.84
H 11.67 37.19 21.95
H 11.24 35.60 22.62
H 11.41 36.84 25.19
H 11.66 38.43 24.29
H 12.98 38.08 26.56
H 13.96 38.54 25.13
H 15.81 37.39 26.79
H 15.72 37.58 25.01
H 16.73 35.08 26.67
H 17.59 36.07 25.47
H 17.38 33.46 25.13
H 17.60 34.36 23.59
H 16.24 33.14 23.88
C 24.32 13.37 26.21
O 23.74 14.36 25.41
C 23.82 15.62 26.03
C 25.16 16.18 25.70
N 25.50 15.94 24.24
H 25.00 15.09 24.03
H 25.17 16.68 23.49
C 26.96 15.86 24.01
C 27.23 14.97 22.87
O 26.42 13.86 23.00
C 27.07 12.61 22.70
H 23.86 13.39 27.25
H 25.44 13.29 26.11
H 24.12 12.40 25.79
H 23.72 15.47 27.07
H 23.01 16.24 25.65
H 25.87 15.55 26.23
H 25.38 17.22 26.03
H 27.34 15.35 24.92
H 27.40 16.88 24.05
H 28.28 14.66 22.86
H 27.08 15.48 21.88
H 27.39 12.61 21.67
H 26.35 11.86 22.93
H 28.06 12.57 23.27
O 18.41 32.36 20.40
C 19.13 31.40 21.20
O 19.48 31.75 22.33
O 19.33 30.34 20.53
H 18.34 33.06 21.03
O 17.20 15.58 18.20
C 17.09 16.57 17.22
O 17.19 16.24 16.01
O 16.89 17.69 17.72
H 17.61 14.83 17.80
O 24.05 19.11 24.39
C 23.80 18.79 23.08
O 23.04 19.51 22.40
O 24.52 17.93 22.56
H 23.34 19.80 24.44
O 22.48 25.85 24.11
C 23.16 26.99 23.81
O 22.57 27.67 22.90
O 24.06 27.37 24.63
H 22.83 25.72 25.02
O 14.28 22.83 19.65
C 14.77 23.86 19.00
O 15.33 24.79 19.63
O 14.67 23.83 17.73
H 14.45 22.90 20.62
O 14.25 23.44 22.81
C 15.16 22.33 23.02
O 15.06 21.45 22.16
O 16.00 22.49 23.93
H 14.66 24.32 23.06
```

HOMO-LUMO gap   5.253 eV
Charge   +9
Total energy   -179679.43341 eV